Entry from the OMol25 dataset: a structure of composition C39H47GeN4O4TeW at a distorted geometry (the ωB97M-V functional and the def2-TZVPD basis).

Geometry (Å):
1 W -0.13170 -0.48976 -0.07920
2 C 2.64070 -2.31346 2.78600
3 C 2.80230 -0.83936 3.16490
4 C 1.53470 -0.36966 3.82440
5 C 1.46080 -0.36486 5.20910
6 C 0.26500 -0.11056 5.85660
7 C -0.89020 0.00874 5.11400
8 C -0.86420 0.02044 3.72300
9 C -2.20090 0.04824 3.02260
10 C -3.02930 -1.19086 3.38650
11 C 0.37800 -0.07456 3.07420
12 N 0.52290 0.25364 1.66710
13 C 1.48690 1.23464 1.47660
14 C 1.78410 1.61754 0.16700
15 C 2.67930 2.53954 -0.39850
16 C 2.47620 2.50514 -1.77620
17 C 1.48060 1.57634 -2.02260
18 N 1.03160 1.01074 -0.85890
19 H 3.54120 -2.66026 2.28740
20 H 1.79320 -2.43326 2.09820
21 H 2.45650 -2.92626 3.66430
22 H 3.05030 -0.28256 2.26000
23 H 3.63840 -0.73516 3.85530
24 H 2.35390 -0.55216 5.78640
25 H 0.22590 -0.03466 6.93100
26 H -1.84300 0.10934 5.60730
27 H -2.07000 0.08464 1.92020
28 H -2.75940 0.93574 3.32270
29 H -2.39580 -2.06696 3.49960
30 H -3.75730 -1.40946 2.61040
31 H -3.56280 -1.03766 4.31770
32 H 1.94650 1.71504 2.32860
33 H 3.37040 3.15004 0.14340
34 H 2.98780 3.09414 -2.51110
35 H 1.04270 1.30194 -2.97180
36 C 5.06570 -4.22166 -0.88860
37 C 5.22350 -2.91836 -1.66660
38 C 3.88650 -2.23516 -1.99460
39 C 4.09980 -1.01176 -2.94650
40 C 5.05740 0.04634 -2.41880
41 C 2.96590 -3.12866 -2.79270
42 O 3.26520 -4.08296 -3.44950
43 N 1.64570 -2.63326 -2.82980
44 C 1.18800 -1.79706 -1.87700
45 O 0.00380 -1.26556 -1.91400
46 N 1.86290 -1.51016 -0.76170
47 C 3.24260 -1.70396 -0.72460
48 O 3.86220 -1.36476 0.25140
49 H 6.04800 -4.60466 -0.62360
50 H 4.55690 -4.97616 -1.48300
51 H 4.50820 -4.06606 0.03290
52 H 5.75120 -3.11516 -2.60070
53 H 5.80770 -2.22166 -1.06490
54 H 3.12540 -0.54636 -3.14120
55 H 4.48070 -1.39926 -3.89370
56 H 4.71670 0.43844 -1.46320
57 H 5.10630 0.86484 -3.13490
58 H 6.05860 -0.35556 -2.29600
59 H 1.00230 -3.02316 -3.51000
60 Ge -1.95570 1.06474 -0.65250
61 C -1.06690 2.75344 0.03820
62 C -0.69120 3.75534 -0.84980
63 C -0.06490 4.90584 -0.40310
64 C 0.19030 5.08034 0.94630
65 C -0.19020 4.09894 1.84410
66 C -0.80300 2.94224 1.39180
67 C -3.83050 1.72344 -0.45580
68 C -4.21530 2.40164 0.69690
69 C -5.40740 3.09914 0.74040
70 C -6.23980 3.11514 -0.36550
71 C -5.87900 2.42684 -1.51190
72 C -4.68470 1.73144 -1.55170
73 H -1.84980 1.38624 -2.16260
74 H -0.90350 3.63944 -1.90510
75 H 0.22760 5.66784 -1.11060
76 H 0.68570 5.97284 1.29870
77 H 0.00440 4.22164 2.89830
78 H -1.10140 2.20344 2.12480
79 H -3.56300 2.42204 1.55810
80 H -5.68270 3.65304 1.62450
81 H -7.16810 3.66344 -0.33560
82 H -6.51380 2.45494 -2.38490
83 H -4.39640 1.20194 -2.44940
84 C -3.87490 -1.68246 -3.78050
85 C -4.88890 -1.99606 -2.67760
86 C -4.13040 -1.75486 -1.36700
87 O -2.78810 -1.32876 -1.70150
88 C -2.53890 -1.72326 -3.05260
89 H -4.04710 -0.69746 -4.20980
90 H -3.90130 -2.41176 -4.58450
91 H -5.21610 -3.03146 -2.72760
92 H -5.76330 -1.35736 -2.75120
93 H -4.06690 -2.67646 -0.77950
94 H -4.56910 -0.95776 -0.76140
95 H -2.12480 -2.73756 -3.04870
96 H -1.80790 -1.03226 -3.47660
97 Te -1.15920 -2.68016 0.60020

Calculated values
- charge = +1
- calculated total energy (Eh) = -4446.08198
- M (g mol⁻¹) = 1019.88
- HOMO level (spin up / spin down) (eV) = -11.0 / -11.0
- expectation value of S² = 2.021
- multiplicity = 3
- max |F| (Eh/bohr) = 0.06597

The net atomic charges from Mulliken, expressed in e, are: number 1, W, carries -0.275; number 2, C, carries -0.964; number 3, C, carries -0.286; number 4, C, carries -0.133; number 5, C, carries -0.847; number 6, C, carries -1.323; number 7, C, carries -0.665; number 8, C, carries 0.049; number 9, C, carries 0.989; number 10, C, carries -1.651; number 11, C, carries 0.335; number 12, N, carries 2.426; number 13, C, carries -0.852; number 14, C, carries 0.189; number 15, C, carries -0.754; number 16, C, carries -1.440; number 17, C, carries -0.461; number 18, N, carries 0.913; number 19, H, carries 0.272; number 20, H, carries 0.017; number 21, H, carries 0.456; number 22, H, carries -0.029; number 23, H, carries 0.682; number 24, H, carries 0.483; number 25, H, carries 0.424; number 26, H, carries 0.494; number 27, H, carries -1.201; number 28, H, carries 0.445; number 29, H, carries 0.391; number 30, H, carries 0.333; number 31, H, carries 0.467; number 32, H, carries 0.110; number 33, H, carries 0.633; number 34, H, carries 0.549; number 35, H, carries 0.487; number 36, C, carries -1.292; number 37, C, carries -0.979; number 38, C, carries 2.051; number 39, C, carries -0.657; number 40, C, carries -1.300; number 41, C, carries -0.127; number 42, O, carries -0.578; number 43, N, carries 0.223; number 44, C, carries -0.233; number 45, O, carries -0.087; number 46, N, carries 0.637; number 47, C, carries -0.675; number 48, O, carries -0.510; number 49, H, carries 0.439; number 50, H, carries 0.343; number 51, H, carries 0.244; number 52, H, carries 0.400; number 53, H, carries 0.434; number 54, H, carries 0.135; number 55, H, carries 0.506; number 56, H, carries 0.231; number 57, H, carries 0.424; number 58, H, carries 0.382; number 59, H, carries 0.319; number 60, Ge, carries 1.389; number 61, C, carries -0.134; number 62, C, carries -0.258; number 63, C, carries -0.776; number 64, C, carries -0.739; number 65, C, carries -0.741; number 66, C, carries 0.523; number 67, C, carries 0.330; number 68, C, carries -0.217; number 69, C, carries -0.811; number 70, C, carries -0.627; number 71, C, carries -0.765; number 72, C, carries -0.387; number 73, H, carries -0.463; number 74, H, carries 0.473; number 75, H, carries 0.467; number 76, H, carries 0.433; number 77, H, carries 0.560; number 78, H, carries 0.055; number 79, H, carries 0.259; number 80, H, carries 0.441; number 81, H, carries 0.396; number 82, H, carries 0.433; number 83, H, carries 0.479; number 84, C, carries -0.752; number 85, C, carries -0.681; number 86, C, carries -0.639; number 87, O, carries 0.126; number 88, C, carries -0.331; number 89, H, carries 0.304; number 90, H, carries 0.384; number 91, H, carries 0.333; number 92, H, carries 0.279; number 93, H, carries 0.416; number 94, H, carries 0.174; number 95, H, carries 0.270; number 96, H, carries 0.224; number 97, Te, carries -0.017

Entry from the OMol25 dataset: the molecule C2H5NO2 (the ωB97M-V functional and the def2-TZVPD basis).

Geometry (Å):
1 N -0.66783 0.63713 1.11693
2 C 0.53485 0.29976 0.57221
3 O 1.60394 0.44512 1.13897
4 C 0.47360 -0.29125 -0.83471
5 O -0.81791 -0.68149 -1.25962
6 H -0.65067 1.11098 2.00900
7 H -1.50188 0.67500 0.54592
8 H 0.82539 0.47354 -1.53662
9 H 1.19943 -1.11438 -0.86265
10 H -0.99892 -1.55442 -0.88946

Calculated values
- calculated total energy (Eh) = -284.45597
- SMILES = NC(=O)CO
- M (g mol⁻¹) = 75.07
- HOMO level (eV) = -9.8
- max |F| (Eh/bohr) = 0.00894

The net atomic charges from Mulliken, expressed in e, are: number 1, N, carries -0.357; number 2, C, carries 0.467; number 3, O, carries -0.616; number 4, C, carries -0.232; number 5, O, carries -0.553; number 6, H, carries 0.230; number 7, H, carries 0.241; number 8, H, carries 0.223; number 9, H, carries 0.275; number 10, H, carries 0.322